The following is a quantum chemistry calculation of a cluster of 2 separate species, C6H11N3 in total in a non-equilibrium geometry, from the Open Molecules 2025 dataset.

Output
- energy relative to the best compared isomer or geometry (same formula, charge and spin) (kJ/mol) = 232.7
- M (g/mol) = 125.2
- E_tot (eV) = -10868.4066
- Kohn-Sham gap (eV) = 9.82
- SMILES = [H]/N=C/C=C.CN(C)C#N

```
! RIJCOSX wB97M-V def2-TZVPD def2/J DEFGRID3
* xyz 0 1
C -0.85285 -0.30150 -1.56416
C -2.02466 1.50603 -0.36301
N -0.72432 0.96920 -0.81136
C 0.41262 -1.03054 1.53755
N -0.04654 -2.13347 1.05141
H -1.06118 -2.17179 1.19837
H -0.26746 -0.30517 2.01708
H 0.11581 -0.80324 -1.64818
H -1.54339 -0.98036 -1.05389
H -2.51649 0.78644 0.29901
H -1.88722 2.43755 0.19557
H -2.67076 1.70666 -1.22236
H -1.23204 -0.10652 -2.57124
C 1.83459 -0.64001 1.52777
C 2.60371 -0.87858 0.46035
C 0.41209 1.68181 -0.76789
N 1.38611 2.30094 -0.69793
H 2.20576 -0.10853 2.39440
H 2.21871 -1.37842 -0.42276
H 3.63751 -0.55048 0.44129
*
```